[1]
Here is C6H17NSi in the gas phase at a distorted geometry from the Open Molecules 2025 dataset. Energies are from ωB97M-V/def2-TZVPD.

```
25
C6H17NSi ωB97M-V/def2-TZVPD
C 0.460 -2.392 1.941
N 0.378 -1.049 1.345
C 1.709 -0.413 1.482
C -0.230 -0.986 -0.024
Si -0.612 0.675 -0.800
C -1.914 0.550 -2.109
C 0.950 1.296 -1.727
C -1.158 1.935 0.494
H -0.473 -2.930 1.945
H 0.723 -2.330 2.983
H 1.174 -2.975 1.370
H 2.026 -0.395 2.515
H 1.742 0.637 1.108
H 2.428 -0.946 0.879
H -1.217 -1.434 -0.021
H 0.404 -1.548 -0.726
H -2.080 1.480 -2.606
H -1.568 -0.152 -2.901
H -2.849 0.197 -1.690
H 1.644 0.443 -1.722
H 0.768 1.581 -2.739
H 1.407 2.153 -1.225
H -1.821 1.507 1.253
H -0.288 2.316 1.008
H -1.604 2.781 -0.032
```

Its calculated total energy is -15865.5703 eV. Its gap between HOMO and LUMO is 9.201 eV. The SMILES is CN(C)C[Si](C)(C)C.

---

[2]
Here is C6H18AgClFO8P2 as an isolated structure at a distorted geometry from the Open Molecules 2025 dataset. Energies are from ωB97M-V/def2-TZVPD.

```
37
C6H18AgClFO8P2 ωB97M-V/def2-TZVPD
Ag -0.889 -1.696 -1.112
F -2.712 -5.168 -3.251
Cl 3.608 -2.605 -3.423
C -5.088 3.369 -5.755
O -3.880 3.975 -5.382
P -2.654 2.969 -5.058
O -2.807 2.074 -3.854
O -2.493 2.137 -6.443
C -2.744 0.671 -6.533
O -1.347 3.915 -5.162
C -0.050 3.257 -5.271
H -5.912 3.996 -5.415
H -5.327 2.384 -5.354
H -5.076 3.238 -6.837
H -3.487 0.329 -5.813
H -1.766 0.190 -6.504
H -3.276 0.524 -7.473
H 0.231 2.902 -4.280
H 0.809 3.850 -5.585
H 0.094 2.438 -5.977
C 3.504 -0.285 4.207
O 3.012 -0.698 5.422
P 2.116 -1.981 5.609
O 1.147 -2.249 4.460
O 3.283 -3.133 5.821
C 3.012 -4.233 6.631
O 1.296 -1.885 6.996
C 1.823 -1.171 8.039
H 3.345 -1.108 3.510
H 4.565 -0.039 4.253
H 2.817 0.466 3.817
H 3.013 -3.953 7.684
H 3.743 -5.019 6.441
H 2.009 -4.643 6.515
H 1.125 -0.956 8.848
H 2.276 -0.245 7.686
H 2.678 -1.619 8.546
```

Its calculated total energy is -60711.0031 eV. Its gap between HOMO and LUMO is 3.349 eV. As for the total charge: -1.

---

[3]
Here is C6H18AlF2O3 as an isolated structure at a distorted geometry from the Open Molecules 2025 dataset. Energies are from ωB97M-V/def2-TZVPD.

```
30
C6H18AlF2O3 ωB97M-V/def2-TZVPD
Al 0.992 -1.798 -1.267
F 3.087 -1.365 -3.327
F 1.503 1.117 -0.886
C -1.383 1.007 -4.610
C -0.847 1.218 -3.205
O -1.049 -0.037 -2.584
H -0.748 0.266 -5.095
H -1.337 1.944 -5.164
H -2.413 0.650 -4.622
H -1.354 2.001 -2.640
H 0.221 1.425 -3.268
H -1.984 -0.250 -2.535
C 1.638 -0.777 3.644
C 2.602 -1.224 2.518
O 2.105 -0.803 1.274
H 1.487 0.302 3.611
H 2.101 -0.946 4.616
H 0.648 -1.229 3.575
H 2.697 -2.307 2.589
H 3.584 -0.771 2.659
H 2.323 0.131 1.245
C -1.343 0.821 2.074
C -1.802 0.026 0.902
O -1.048 -1.148 0.829
H -1.765 1.822 2.160
H -0.264 0.960 2.006
H -1.538 0.291 3.007
H -1.790 0.585 -0.034
H -2.855 -0.230 1.018
H -1.468 -1.680 1.509
```

Its calculated total energy is -24683.1366 eV. Its spin multiplicity is 2. Its gap between HOMO and LUMO (alpha / beta) is 9.353 / 4.312 eV. As for the expectation value of S²: 0.770.

---

[4]
Here is C6H18BF4O3RbS3 as an isolated structure at a distorted geometry from the Open Molecules 2025 dataset. Energies are from ωB97M-V/def2-TZVPD.

```
36
C6H18BF4O3RbS3 ωB97M-V/def2-TZVPD
Rb -4.232 4.342 -0.144
B -2.471 1.424 0.418
F -2.884 2.426 1.321
F -1.159 1.685 -0.076
F -2.474 0.185 1.025
F -3.346 1.475 -0.706
C 1.317 3.534 0.671
S 1.385 4.513 -0.849
O 2.633 5.335 -0.950
C 1.725 3.100 -1.919
H 2.261 3.026 0.868
H 0.434 2.891 0.657
H 1.154 4.147 1.564
H 1.802 3.370 -2.970
H 1.031 2.274 -1.759
H 2.717 2.705 -1.675
C 2.011 -2.053 -1.241
S 1.898 -1.665 0.537
O 3.244 -1.927 1.166
C 1.667 0.114 0.386
H 0.985 -2.251 -1.562
H 2.687 -2.881 -1.430
H 2.324 -1.226 -1.887
H 1.342 0.473 1.357
H 0.889 0.254 -0.367
H 2.549 0.652 0.042
C -1.800 -3.922 -0.587
S -2.833 -4.141 0.908
O -2.373 -5.444 1.493
C -1.997 -2.855 1.927
H -2.048 -4.756 -1.242
H -0.756 -3.912 -0.288
H -2.066 -3.017 -1.139
H -2.762 -2.374 2.538
H -1.506 -2.130 1.286
H -1.347 -3.374 2.628
```

Its calculated total energy is -57368.2597 eV. Its gap between HOMO and LUMO is 6.966 eV.

---

[5]
Here is a 4-piece molecular cluster, C6H18BrO3S3 overall at a distorted geometry from the Open Molecules 2025 dataset. Energies are from ωB97M-V/def2-TZVPD.

```
31
C6H18BrO3S3 ωB97M-V/def2-TZVPD
Br 18.276 5.132 40.179
C 21.831 6.192 41.131
S 21.147 7.647 40.443
O 22.041 8.770 40.869
C 21.693 7.242 38.730
H 21.692 6.263 42.261
H 22.987 6.001 40.919
H 21.199 5.407 40.564
H 21.155 6.377 38.491
H 22.823 7.022 38.721
H 21.611 7.845 37.964
C 16.887 4.822 34.994
S 17.993 3.656 35.395
O 18.884 3.406 34.215
C 18.866 4.657 36.551
H 17.395 5.599 34.513
H 16.266 5.223 35.864
H 16.270 4.595 34.251
H 19.733 4.258 36.939
H 18.319 5.110 37.215
H 19.164 5.472 35.932
C 20.346 3.290 42.823
S 22.091 3.176 43.235
O 22.157 3.357 44.695
C 22.273 1.450 42.885
H 19.856 4.440 42.368
H 19.651 3.295 43.776
H 20.105 2.814 41.781
H 23.113 0.929 43.469
H 22.242 1.207 41.823
H 21.216 0.718 43.229
```

Its calculated total energy is -115201.0100 eV. Its gap between HOMO and LUMO is 7.579 eV. As for the total charge: -1.

---

[6]
Here is a 4-piece molecular cluster, C6H18ClO3 overall at a distorted geometry from the Open Molecules 2025 dataset. Energies are from ωB97M-V/def2-TZVPD.

```
28
C6H18ClO3 ωB97M-V/def2-TZVPD
Cl 28.237 23.353 43.622
C 29.902 20.676 38.991
C 29.299 21.652 39.938
O 29.632 21.427 41.430
H 29.717 19.709 39.341
H 31.042 20.708 38.820
H 29.555 20.965 38.156
H 28.256 21.491 39.752
H 29.589 22.499 39.787
H 29.341 22.046 41.918
C 28.578 21.060 48.345
C 27.955 22.183 47.449
O 28.803 23.029 46.656
H 29.370 20.567 47.807
H 27.883 20.329 48.628
H 29.121 21.575 49.196
H 27.292 22.792 48.146
H 27.336 21.746 46.858
H 28.301 23.284 45.855
C 29.521 26.431 47.217
C 29.560 26.557 45.716
O 30.097 25.579 44.976
H 29.377 27.297 47.662
H 30.447 26.344 47.682
H 28.906 25.618 47.400
H 30.073 27.426 45.403
H 28.502 26.663 45.246
H 29.345 25.194 44.721
```

Its calculated total energy is -25176.3632 eV. Its gap between HOMO and LUMO is 8.325 eV. As for the total charge: -1.

---

[7]
Here is C6H18ClO6 as an isolated structure at a distorted geometry from the Open Molecules 2025 dataset. Energies are from ωB97M-V/def2-TZVPD.

```
31
C6H18ClO6 ωB97M-V/def2-TZVPD
Cl -0.402 -1.080 1.403
C 2.506 -0.334 0.173
O 1.260 0.228 0.114
H 2.920 -0.079 1.148
H 2.437 -1.411 0.016
H 3.065 0.054 -0.679
H 0.661 -0.299 0.648
C -2.542 0.689 2.085
O -3.076 -0.529 1.593
H -2.021 0.660 3.041
H -1.903 1.126 1.318
H -3.365 1.377 2.278
H -2.286 -1.063 1.478
C 0.697 1.504 3.076
O 0.037 1.394 1.799
H 1.553 0.832 3.124
H 1.054 2.526 3.204
H -0.079 1.342 3.824
H -0.214 0.480 1.648
C -1.593 -0.181 -0.875
O -1.226 -0.283 -2.246
C 0.037 -0.579 -2.518
O 0.984 -0.627 -1.746
O 0.100 -0.858 -3.874
C 1.379 -1.009 -4.463
H -1.252 0.677 -0.295
H -1.220 -1.010 -0.274
H -2.662 -0.393 -0.847
H 1.730 -2.038 -4.390
H 2.110 -0.237 -4.221
H 1.313 -0.877 -5.543
```

Its calculated total energy is -31317.8049 eV. Its gap between HOMO and LUMO is 7.149 eV. As for the total charge: -1.

---

[8]
Here is C6H18FO3S3Sn as an isolated structure at a distorted geometry from the Open Molecules 2025 dataset. Energies are from ωB97M-V/def2-TZVPD.

```
32
C6H18FO3S3Sn ωB97M-V/def2-TZVPD
Sn 15.310 -2.625 -29.571
F 16.057 -6.961 -29.886
C 15.458 -6.182 -23.949
S 15.414 -4.373 -23.632
O 14.518 -3.697 -24.644
C 14.496 -4.432 -22.014
H 16.095 -6.447 -24.793
H 14.472 -6.635 -24.054
H 16.060 -6.676 -23.186
H 14.613 -3.443 -21.571
H 14.924 -5.153 -21.316
H 13.443 -4.654 -22.184
C 20.878 -4.508 -30.679
S 21.060 -4.095 -28.943
O 19.776 -3.333 -28.493
C 20.742 -5.852 -28.309
H 20.640 -3.523 -31.079
H 20.040 -5.171 -30.895
H 21.874 -4.920 -30.843
H 19.902 -6.403 -28.732
H 20.562 -5.927 -27.236
H 21.555 -6.570 -28.411
C 10.877 -1.506 -35.193
S 10.737 -3.242 -34.400
O 11.852 -3.195 -33.350
C 9.085 -2.897 -33.564
H 10.880 -0.765 -34.393
H 10.122 -1.412 -35.973
H 11.820 -1.550 -35.736
H 9.057 -1.974 -32.985
H 8.916 -3.727 -32.877
H 8.283 -2.937 -34.301
```

Its calculated total energy is -53693.3006 eV. Its gap between HOMO and LUMO is 2.818 eV. As for the total charge: +1.

---

[9]
Here is C6H18FeNO9 as an isolated structure at a distorted geometry from the Open Molecules 2025 dataset. Energies are from ωB97M-V/def2-TZVPD.

```
35
C6H18FeNO9 ωB97M-V/def2-TZVPD
Fe -0.506 -0.162 0.032
N -1.888 0.835 -2.893
O -1.341 0.627 -1.763
O -2.961 0.270 -3.008
O -1.467 1.622 -3.737
C -3.218 -1.434 0.692
C -3.178 -0.074 1.469
O -1.949 0.663 1.222
O -1.944 -1.792 0.109
H -3.896 -1.218 -0.133
H -3.665 -2.181 1.349
H -3.153 -0.356 2.522
H -4.019 0.599 1.296
H -2.006 1.446 1.776
H -1.940 -2.697 -0.212
C 1.457 -1.804 1.289
C 1.275 -2.458 -0.080
O 0.814 -1.449 -1.045
O 0.215 -1.204 1.781
H 2.121 -0.966 1.081
H 1.998 -2.468 1.963
H 0.537 -3.255 0.021
H 2.193 -2.959 -0.388
H 1.429 -1.643 -1.756
H 0.279 -1.159 2.738
C 1.797 2.121 -0.972
C 3.183 2.279 -0.565
O 3.023 2.897 0.705
O 1.070 1.278 -0.078
H 1.890 1.700 -1.973
H 1.358 3.105 -1.133
H 3.736 2.993 -1.175
H 3.798 1.379 -0.550
H 3.618 3.649 0.747
H 1.341 1.815 0.671
```

Its calculated total energy is -60810.1416 eV. Its spin multiplicity is 6. Its gap between HOMO and LUMO (alpha / beta) is 3.135 / 8.607 eV. As for the expectation value of S²: 8.757.